Entry 1:
C6H15NO | ωB97M-V/def2-TZVPD

Properties
**HOMO energy (alpha / beta)**: 0.0453 / -0.2221 Ha
**Spin multiplicity**: 2
**HOMO-LUMO gap (alpha / beta)**: 2.57 / 9.72 eV
**Net charge**: -1
**E**: -10000.6419 eV

Geometry (Å):
C 0.186 2.404 1.200
C 1.448 1.682 0.980
C -0.781 1.817 0.140
O -0.414 1.785 -1.043
N -2.070 1.485 0.382
H -0.163 2.249 2.323
H 0.032 3.383 1.030
H 1.679 1.330 0.008
H 1.538 0.845 1.605
H -2.542 1.202 -0.452
H -2.539 1.281 1.243
H 2.292 2.215 1.187
C -0.561 -1.824 -0.524
C 0.690 -1.747 0.343
C -0.103 -2.370 -1.963
H -0.893 -0.752 -0.689
H -1.358 -2.428 -0.149
H 1.581 -1.512 -0.346
H 0.835 -1.060 1.151
H -1.032 -2.401 -2.598
H 1.047 -2.806 0.606
H 0.571 -3.220 -2.026
H 0.558 -1.559 -2.410

---

Entry 2:
C5H13N | ωB97M-V/def2-TZVPD

Properties
**HOMO energy**: -0.3161 Ha
**HOMO-LUMO gap**: 9.82 eV
**SMILES**: CNCC(C)C
**Net charge**: 0
**E**: -6885.5258 eV

Geometry (Å):
C 2.128 -1.390 -1.241
N 0.823 -0.739 -1.157
C 0.569 -0.028 0.087
C -0.924 0.142 0.391
C -1.538 1.213 -0.502
C -1.038 0.591 1.863
H 2.064 -2.378 -1.691
H 2.787 -0.826 -1.866
H 2.608 -1.429 -0.261
H 0.083 -1.401 -1.324
H 1.052 -0.515 0.948
H 1.046 0.961 0.017
H -1.356 -0.844 0.274
H -0.839 2.021 -0.711
H -1.903 0.824 -1.461
H -2.442 1.661 -0.082
H -0.812 -0.200 2.584
H -0.276 1.352 2.064
H -2.032 0.982 2.069

---

Entry 3:
C4H4S2 | ωB97M-V/def2-TZVPD

Properties
**HOMO energy**: -0.3243 Ha
**HOMO-LUMO gap**: 8.53 eV
**SMILES**: C#CCC(=S)S
**Net charge**: 0
**E**: -25880.6671 eV

Geometry (Å):
C -2.466 0.088 -0.162
C -1.340 -0.282 0.111
C -0.029 -0.831 0.219
C 1.216 0.089 0.069
S 2.723 -0.466 -0.088
S 0.911 1.800 0.086
H -3.376 0.400 -0.596
H 0.086 -1.254 1.220
H 0.113 -1.640 -0.554
H 2.163 2.096 -0.305

---

Entry 4:
C4H6N2O | ωB97M-V/def2-TZVPD

Properties
**HOMO energy**: -0.3391 Ha
**HOMO-LUMO gap**: 9.97 eV
**SMILES**: C=C/N=C\NC=O
**Net charge**: 0
**E**: -9270.9212 eV

Geometry (Å):
C 2.161 0.600 -0.434
C 1.759 -0.420 0.306
N 0.746 -1.276 -0.176
C -0.477 -0.958 0.005
N -1.068 0.231 0.477
C -2.413 0.424 -0.021
O -3.096 -0.481 -0.315
H 3.098 1.283 -0.291
H 1.580 0.628 -1.431
H 2.066 -0.919 1.298
H -1.156 -1.709 -0.308
H -0.554 1.151 0.797
H -2.647 1.446 0.092